Record 1
Below is a molecular structure, C33H30AsN3O2S2W, with properties calculated with the ωB97M-V functional and the def2-TZVPD basis.

The geometry in XYZ format:
```
72
Properties=species:S:1:pos:R:3:nbo_charge:R:1
W 0.519 -0.904 0.389 1.5268
O -1.406 -1.488 -0.242 -0.9156
S -2.159 -1.357 1.092 2.3118
O -3.004 -2.431 1.462 -0.8371
N -0.863 -1.054 1.988 -0.9948
C -0.560 -1.835 3.143 0.1825
C -1.379 -2.021 4.215 -0.1962
C -0.942 -2.822 5.295 -0.1700
C 0.297 -3.393 5.278 -0.1819
C 1.157 -3.197 4.170 -0.0079
C 2.447 -3.763 4.083 -0.0629
C 3.208 -3.531 2.976 -0.2652
C 2.697 -2.736 1.941 0.1247
N 1.490 -2.187 1.968 -0.5243
C 0.715 -2.414 3.096 0.0920
C -3.087 0.112 0.973 -0.3894
C -4.438 0.014 1.285 -0.1421
C -5.218 1.162 1.219 -0.1870
C -4.651 2.370 0.851 -0.1651
C -3.294 2.453 0.542 -0.1346
C -2.504 1.323 0.603 -0.2242
H -2.361 -1.565 4.241 0.2399
H -1.601 -2.974 6.139 0.2471
H 0.637 -4.004 6.103 0.2417
H 2.815 -4.378 4.896 0.2449
H 4.200 -3.946 2.870 0.2541
H 3.296 -2.552 1.065 0.2322
H -4.869 -0.936 1.566 0.2600
H -6.271 1.105 1.454 0.2481
H -5.266 3.258 0.800 0.2440
H -2.860 3.401 0.254 0.2264
H -1.450 1.400 0.356 0.2113
S 4.918 -0.071 -0.511 0.5348
C 4.543 -1.485 -1.394 -0.3751
C 3.243 -1.871 -1.234 -0.2923
C 2.513 -0.981 -0.386 -0.3724
C 3.319 0.030 0.069 -0.3112
C 2.787 1.003 1.012 0.2219
C 3.474 2.065 1.576 -0.2218
C 2.830 2.875 2.493 -0.0908
C 1.510 2.609 2.841 -0.2440
C 0.875 1.544 2.247 0.0665
N 1.496 0.762 1.342 -0.5218
H 5.310 -1.967 -1.981 0.2689
H 2.838 -2.757 -1.703 0.2447
H 4.505 2.242 1.302 0.2505
H 3.355 3.707 2.943 0.2521
H 0.980 3.211 3.565 0.2553
H -0.146 1.281 2.484 0.2326
C 1.270 1.711 -2.243 -0.9505
As 0.315 0.059 -2.038 1.1220
C 0.993 -1.010 -3.481 -0.9356
C -1.524 0.389 -2.619 -0.7266
C -1.594 1.198 -3.878 0.0141
C -1.563 2.591 -3.829 -0.2414
C -1.619 3.339 -4.994 -0.1944
C -1.707 2.701 -6.225 -0.1898
C -1.750 1.316 -6.284 -0.1867
C -1.694 0.569 -5.116 -0.2465
H 1.044 2.116 -3.228 0.2691
H 2.333 1.490 -2.158 0.2503
H 0.980 2.427 -1.475 0.2409
H 0.639 -0.533 -4.394 0.2640
H 0.616 -2.029 -3.425 0.2514
H 2.078 -1.007 -3.450 0.2547
H -2.050 0.869 -1.797 0.2463
H -1.947 -0.608 -2.745 0.2562
H -1.511 3.096 -2.869 0.2017
H -1.604 4.420 -4.944 0.2296
H -1.757 3.284 -7.135 0.2345
H -1.839 0.815 -7.239 0.2333
H -1.753 -0.513 -5.168 0.2160
```

Values from the calculation:
- <S²>: 2.015
- Orbital gap (spin up / spin down): 6.8 / 6.6 eV
- Spin multiplicity: 3
- Total charge: +2
- E: -127594.6044 eV

---

Record 2
Below is a molecular structure, C33H30BClGaO8S in a non-equilibrium geometry, with properties calculated with the ωB97M-V functional and the def2-TZVPD basis.

The geometry in XYZ format:
```
75
Properties=species:S:1:pos:R:3:lowdin_charge:R:1
O 5.588 2.023 -1.722 -0.3322
S 5.267 2.573 -0.454 0.3333
O 6.294 2.429 0.519 -0.3510
Cl 3.621 1.590 0.267 0.5045
C 4.817 4.292 -0.630 -0.2668
C 3.791 4.507 -1.741 -0.2415
C 2.996 5.777 -1.499 -0.3205
C 2.104 5.756 -0.257 -0.3154
Ga 0.228 5.010 -0.591 0.3331
C 0.017 3.028 -0.110 -0.2094
B 0.229 2.030 -1.289 -0.8420
O 0.199 0.661 -1.084 0.0808
O 0.454 2.439 -2.597 0.0735
H 5.756 4.748 -0.912 0.1096
H 4.457 4.617 0.335 0.0890
H 4.357 4.628 -2.656 0.1092
H 3.146 3.643 -1.858 0.0962
H 3.706 6.604 -1.412 0.0958
H 2.401 5.992 -2.380 0.0849
H 2.604 5.290 0.587 0.0228
H 1.955 6.788 0.042 0.0249
H -0.784 5.845 0.377 -0.1068
H -0.266 5.288 -2.108 -0.0752
H 0.584 2.706 0.762 0.0192
H -1.032 2.914 0.181 0.0285
H -0.374 0.462 -0.326 0.1022
H -0.401 2.676 -2.996 0.1040
C -0.632 -0.665 -3.933 -0.0314
C -0.859 -1.031 -5.255 -0.0475
C -2.038 -1.663 -5.614 -0.0084
C -2.995 -1.943 -4.647 -0.0903
C -2.756 -1.593 -3.313 -0.0760
C -1.577 -0.947 -2.964 0.0128
C -3.744 -1.918 -2.250 -0.2758
O -3.547 -1.614 -1.092 0.1098
C -4.988 -2.640 -2.643 -0.0801
C -5.902 -3.000 -1.661 -0.0046
C -7.067 -3.659 -2.010 -0.0637
C -7.330 -3.956 -3.343 -0.0657
C -6.421 -3.604 -4.325 -0.0084
C -5.245 -2.952 -3.979 -0.0821
C -4.263 -2.607 -5.049 -0.2799
O -4.498 -2.868 -6.211 0.0960
H 0.282 -0.158 -3.651 0.1071
H -0.114 -0.817 -6.010 0.1072
H -2.221 -1.943 -6.641 0.1165
H -1.400 -0.666 -1.943 0.0968
H -5.693 -2.763 -0.628 0.1197
H -7.775 -3.943 -1.242 0.1042
H -8.244 -4.466 -3.614 0.1033
H -6.617 -3.834 -5.363 0.1174
C 1.754 -1.696 8.333 -0.0642
C 1.014 -2.870 8.250 -0.0664
C 0.677 -3.393 7.015 -0.0085
C 1.070 -2.739 5.854 -0.0823
C 1.796 -1.550 5.938 -0.0795
C 2.144 -1.037 7.180 -0.0045
C 2.194 -0.806 4.706 -0.2753
O 2.831 0.222 4.787 0.1153
C 1.781 -1.361 3.388 -0.0773
C 2.094 -0.659 2.231 -0.0095
C 1.729 -1.169 0.994 -0.0655
C 1.056 -2.384 0.914 -0.0441
C 0.737 -3.084 2.063 -0.0035
C 1.090 -2.574 3.305 -0.0878
C 0.713 -3.327 4.531 -0.2791
O 0.128 -4.389 4.465 0.0968
H 2.023 -1.292 9.300 0.1038
H 0.701 -3.378 9.153 0.1030
H 0.107 -4.308 6.943 0.1174
H 2.715 -0.121 7.236 0.1198
H 2.620 0.283 2.300 0.0693
H 1.964 -0.625 0.093 0.0658
H 0.776 -2.780 -0.054 0.1107
H 0.210 -4.026 2.004 0.1178
```

Values from the calculation:
- Orbital gap: 5.6 eV
- Total charge: -1
- E: -127501.7752 eV
- ΔE to the lowest compared entry with this formula, charge and spin: 0.5338 eV

---

Record 3
Below is a molecular structure, C33H30BCoGeNO7 in a non-equilibrium geometry, with properties calculated with the ωB97M-V functional and the def2-TZVPD basis.

The geometry in XYZ format:
```
74
Properties=species:S:1:pos:R:3:mulliken_spin:R:1
Co 0.492 -0.982 0.732 2.1560
O 1.215 -1.238 4.790 0.0351
C 1.342 -1.308 3.458 0.1818
O 0.486 -0.743 2.727 0.1237
C 2.404 -2.084 2.957 0.2345
C 3.199 -3.007 3.682 0.3065
C 3.793 -4.054 2.986 0.0954
C 3.504 -4.293 1.642 0.3462
C 2.709 -3.353 0.938 0.1815
N 2.525 -2.112 1.562 0.2849
C 1.841 -3.568 -0.163 0.1941
O 1.973 -4.660 -0.935 0.0271
O 0.922 -2.774 -0.451 0.1819
H 0.406 -0.744 4.979 0.0014
H 3.249 -2.918 4.756 0.0329
H 4.412 -4.759 3.526 0.0066
H 3.821 -5.214 1.172 0.0420
H 2.695 -5.211 -0.611 -0.0009
C 0.893 -0.880 -2.884 0.0131
Ge 0.335 0.275 -1.359 -0.0837
C 1.516 1.882 -1.515 0.0272
C 1.759 2.377 -2.794 0.0014
C 2.573 3.483 -2.984 0.0008
C 3.150 4.116 -1.892 0.0001
C 2.905 3.641 -0.612 0.0030
C 2.096 2.528 -0.426 0.0179
C -1.457 0.966 -1.914 0.0056
C -2.068 0.442 -3.025 0.0012
C -3.370 0.828 -3.405 -0.0006
C -4.070 1.725 -2.653 -0.0005
C -3.494 2.284 -1.490 -0.0013
C -4.211 3.191 -0.675 0.0000
C -3.647 3.718 0.451 0.0001
C -2.330 3.370 0.812 0.0045
C -1.614 2.498 0.042 -0.0101
C -2.171 1.914 -1.123 0.0005
H 0.635 -0.414 -3.835 0.0020
H 0.393 -1.843 -2.801 -0.0037
H 1.969 -1.045 -2.872 -0.0010
H 1.296 1.896 -3.649 0.0003
H 2.760 3.854 -3.984 -0.0001
H 3.788 4.978 -2.038 -0.0001
H 3.351 4.142 0.239 0.0000
H 1.916 2.146 0.572 0.0000
H -1.555 -0.302 -3.622 0.0000
H -3.813 0.395 -4.294 0.0002
H -5.081 2.009 -2.924 0.0000
H -5.224 3.453 -0.959 0.0000
H -4.207 4.404 1.074 0.0000
H -1.890 3.792 1.706 0.0001
H -0.604 2.231 0.327 0.0028
O -2.341 -1.638 -0.342 0.0457
B -1.516 -1.043 0.599 0.0564
O -2.281 -0.453 1.601 0.0728
C -3.588 -0.656 1.247 0.0182
C -4.741 -0.249 1.881 -0.0050
C -5.945 -0.602 1.278 0.0002
C -5.979 -1.324 0.090 0.0003
C -4.811 -1.729 -0.546 0.0012
C -3.624 -1.382 0.060 -0.0063
H -4.711 0.327 2.796 0.0001
H -6.875 -0.304 1.743 0.0000
H -6.936 -1.573 -0.351 0.0001
H -4.817 -2.277 -1.478 0.0002
C 4.008 0.508 2.026 0.0434
O 2.695 0.233 1.527 -0.0130
C 2.533 -0.901 0.772 0.3451
C 3.436 -0.939 -0.439 0.0119
H 4.494 -0.402 2.384 0.0055
H 3.874 1.194 2.860 -0.0007
H 4.622 0.989 1.261 0.0023
H 3.461 0.056 -0.883 0.0131
H 3.077 -1.643 -1.182 -0.0008
H 4.450 -1.225 -0.145 -0.0011
```

Values from the calculation:
- <S²>: 8.780
- Orbital gap (spin up / spin down): 6.0 / 5.6 eV
- Spin multiplicity: 6
- Total charge: 0
- E: -145347.7565 eV
- ΔE to the lowest compared entry with this formula, charge and spin: 2.3825 eV